# 1
Computed, not measured: 6 unconnected molecules or ions with the total composition C29H57FN3O16 at a distorted geometry, with ωB97M-V/def2-TZVPD.

## Properties
LUMO level: -3.14 eV
Kohn-Sham gap: 8.35 eV
total energy: -70928.0240 eV
HOMO energy: -11.5 eV
energy relative to the best compared isomer or geometry (same formula, charge and spin): 8.318 eV

ORCA input file:
```
! RIJCOSX wB97M-V def2-TZVPD def2/J DEFGRID3
* xyz 1 1
C -1.87435 -6.49681 4.80824
C -1.07994 -5.49746 3.98976
C -1.81923 -4.15414 3.32238
N -3.06484 -4.52930 2.54885
C -3.63039 -3.36450 1.75307
C -2.92984 -1.92418 2.10187
C -3.53482 -0.64072 1.27254
C -5.08608 -0.81892 0.76351
C -6.18561 -0.96135 1.99451
C -7.30790 -2.14079 1.61994
O -7.86063 -2.76108 2.83543
C -7.23211 -4.05848 3.13507
N -1.39249 -1.94848 2.02531
C -0.80465 -3.32602 2.29629
F -0.62544 -4.00844 0.97746
C 0.70402 -3.10758 2.91243
C 1.89516 -3.90937 2.12029
C 1.99635 -5.53430 1.89774
N 2.96299 -3.15857 1.61123
H -2.44774 -6.08532 5.76313
H -1.90758 -7.64699 4.59114
H 0.06739 -5.71226 3.90608
H -2.09468 -3.47553 4.26457
H -3.84671 -4.83838 3.17429
H -3.39426 -3.58509 0.60743
H -4.79730 -3.38058 1.92553
H -3.16599 -1.70867 3.25252
H -2.81569 -0.27094 0.39463
H -3.54677 0.27007 2.04572
H -5.15512 -1.67796 -0.02888
H -5.36681 0.19638 0.20173
H -6.67350 0.06381 2.27743
H -5.57483 -1.40481 2.91361
H -8.22537 -1.63168 1.05868
H -6.87417 -2.92846 0.83693
H -6.78847 -4.62039 2.20895
H -6.31128 -3.83645 3.86045
H -7.93196 -4.82383 3.69334
H -1.09087 -1.57727 1.09289
H -1.08153 -1.22597 2.74087
H 0.73385 -3.34807 4.08118
H 0.97350 -1.94781 2.82775
H 2.74143 -5.81267 1.00921
H 0.93802 -6.00831 1.63279
H 2.39242 -6.10290 2.86438
H 3.63623 -3.82165 1.13594
C 1.12562 -1.49254 -0.36089
O 0.70074 -0.13522 -0.46758
C 1.48139 0.63286 -1.26875
O 2.47365 0.25936 -1.87462
O 0.96691 1.88836 -1.27918
C 1.69181 2.81294 -2.08778
H 0.43003 -2.01327 0.30293
H 1.10012 -1.98310 -1.33938
H 2.12754 -1.55025 0.07661
H 1.68901 2.49468 -3.13519
H 2.71635 2.92743 -1.71927
H 1.19236 3.78350 -2.02201
C -5.11049 -2.93166 10.02886
O -5.19403 -1.82859 9.12860
C -5.72809 -2.13417 7.91920
O -6.12256 -3.23481 7.56685
O -5.74733 -1.00322 7.16976
C -6.28783 -1.17547 5.86119
H -4.66914 -2.57303 10.96281
H -6.10759 -3.32682 10.24882
H -4.46351 -3.71493 9.62083
H -7.33185 -1.50036 5.91438
H -5.68787 -1.88846 5.28649
H -6.25418 -0.20855 5.35157
C 5.02562 2.46539 -4.42611
O 4.60074 3.82271 -4.53281
C 5.38139 4.59079 -5.33397
O 6.37365 4.21729 -5.93984
O 4.86691 5.84630 -5.34440
C 5.59181 6.77087 -6.15300
H 4.33003 1.94466 -3.76229
H 5.00012 1.97483 -5.40460
H 6.02754 2.40768 -3.98861
H 5.58901 6.45261 -7.20041
H 6.61635 6.88536 -5.78449
H 5.09236 7.74144 -6.08723
C 4.25275 6.30988 -2.16482
O 4.96446 7.40276 -1.58750
C 6.27865 7.15451 -1.35831
O 6.86427 6.11079 -1.60088
O 6.82844 8.26852 -0.81261
C 8.21868 8.15201 -0.51623
H 3.21332 6.61937 -2.30434
H 4.66943 6.05191 -3.14389
H 4.26712 5.44329 -1.49595
H 8.79394 7.96773 -1.42918
H 8.39160 7.35913 0.21862
H 8.55287 9.09955 -0.08464
C 0.97914 1.13398 -9.62776
O 1.70663 2.34549 -9.43481
C 2.97832 2.16920 -8.99552
O 3.51552 1.09694 -8.76572
O 3.54882 3.39240 -8.85623
C 4.89872 3.36149 -8.39690
H -0.02310 1.39390 -9.97936
H 1.46045 0.51177 -10.38929
H 0.88198 0.58748 -8.68411
H 5.53675 2.82844 -9.10904
H 4.95825 2.90412 -7.40401
H 5.25404 4.39296 -8.32210
*
```


# 2
Computed, not measured: 2 unconnected molecules or ions with the total composition C29H58B2N3O4 at a distorted geometry, with ωB97M-V/def2-TZVPD.

## Properties
LUMO level: -4.26 eV
Kohn-Sham gap: 6.55 eV
total energy: -45008.1052 eV
HOMO energy: -10.8 eV

ORCA input file:
```
! RIJCOSX wB97M-V def2-TZVPD def2/J DEFGRID3
* xyz 1 1
C -5.25814 -1.13258 -0.47210
C -4.03028 -0.86314 -1.56824
C -4.56055 -0.02019 -2.88418
C -3.38017 0.12754 -4.01762
C -2.26683 1.30324 -3.68835
C -0.78632 0.54865 -3.74146
C 0.41870 1.41746 -3.02653
C 1.26778 0.45193 -1.96885
C 2.70837 1.13905 -1.49747
C 3.00151 0.87815 0.12878
C 3.35053 -0.71304 0.26664
C 2.70554 -1.44446 1.61148
N 1.28090 -0.95412 1.92576
C 0.12476 -1.51556 1.09466
B 0.31929 -2.62153 -0.15187
O -0.23652 -2.40690 -1.52340
O 1.05360 -3.91632 0.03754
C 1.93607 -4.19284 -1.10897
C 3.14162 -5.20339 -0.57184
C -1.47073 -1.06535 1.30234
C -1.85686 0.02237 2.46264
C -3.42534 0.51420 2.69417
C -4.04605 -0.26977 3.99237
C -0.56919 0.61976 3.34842
B -0.97264 1.72902 4.49107
N -1.03583 1.51869 5.99047
O -1.36667 3.08799 3.98715
C 0.98720 0.10481 3.01449
C 2.21247 0.80128 3.91689
C 2.75329 -0.16985 5.12826
C 1.68292 -0.43861 6.33727
C 0.50873 -1.52807 5.95796
C 2.56308 -1.14896 7.57028
H -4.80377 -1.64014 0.48209
H -6.02001 -1.89467 -0.95385
H -5.82382 -0.13624 -0.22561
H -3.59898 -1.91646 -1.89773
H -3.15527 -0.22371 -1.09520
H -4.99368 1.04818 -2.57992
H -5.49423 -0.61969 -3.30027
H -3.84319 0.28587 -5.10406
H -2.81516 -0.91699 -4.05698
H -2.48040 1.73559 -2.60893
H -2.34010 2.13166 -4.53896
H -0.51493 0.16708 -4.83268
H -0.91535 -0.43108 -3.08805
H 1.12925 1.82739 -3.86232
H 0.01257 2.31515 -2.37031
H 1.41038 -0.61406 -2.46695
H 0.60764 0.30821 -1.00105
H 2.80765 2.26784 -1.79885
H 3.55594 0.55604 -2.09375
H 2.03316 1.23707 0.67613
H 3.87318 1.61084 0.41142
H 4.53978 -0.78806 0.34243
H 2.99694 -1.32066 -0.67801
H 2.76544 -2.63589 1.54645
H 3.47652 -1.18547 2.48579
H -1.04712 -3.02113 -1.54560
H 1.27550 -4.79871 -1.89327
H 2.36667 -3.22810 -1.63621
H 2.63717 -6.26551 -0.43721
H 3.98904 -5.25881 -1.41091
H 3.57131 -4.81105 0.44466
H -2.33819 -1.48546 0.63048
H -4.00220 0.24132 1.68596
H -3.49737 1.70273 2.76457
H -4.13101 0.52549 4.87083
H -5.11763 -0.69439 3.70024
H -3.28019 -1.10572 4.29616
H -0.23806 2.10539 6.38114
H -1.90641 1.99540 6.32460
H -0.58119 3.71102 4.00418
H 3.12096 0.87072 3.14312
H 1.99176 1.90553 4.22662
H 2.96775 -1.23065 4.62589
H 3.81297 0.18112 5.55111
H 1.29211 0.56961 6.78499
H 0.45286 -2.43093 6.73819
H 0.84903 -2.02649 4.93059
H -0.54597 -1.06423 5.75497
H 3.51666 -0.52899 7.85944
H 1.85306 -1.37147 8.50229
H 2.85655 -2.22780 7.15453
C -0.40211 2.73093 -7.42615
O -1.15312 2.71108 -6.45948
N 0.79208 3.41605 -7.49798
C 1.62552 3.38854 -8.68168
C 1.22856 4.18872 -6.35352
H -0.63830 2.17701 -8.34981
H 2.60417 2.97838 -8.41601
H 1.74440 4.40992 -9.05458
H 1.17808 2.77038 -9.46488
H 1.32859 3.52243 -5.49140
H 0.47306 4.94702 -6.12690
H 2.18724 4.67341 -6.55753
*
```


# 3
Computed, not measured: a molecular structure, C29H58BBrN9O11PS at a distorted geometry, with ωB97M-V/def2-TZVPD.

## Properties
LUMO level: -0.79 eV
Kohn-Sham gap: 7.02 eV
total energy: -157793.9952 eV
HOMO energy: -7.8 eV
energy relative to the best compared isomer or geometry (same formula, charge and spin): 2.385 eV

ORCA input file:
```
! RIJCOSX wB97M-V def2-TZVPD def2/J DEFGRID3
* xyz 0 1
C -2.75875 3.19817 2.05371
C -2.84735 3.02639 0.45923
N -2.42531 1.67636 0.01281
C -1.24759 1.65383 -0.79443
C -1.23735 1.27932 -2.28779
P -2.91041 0.90365 -2.99119
O -2.86637 0.55358 -4.63697
Br -3.47912 -1.07976 -1.98335
C -0.01408 1.20628 -3.07734
C 0.11291 0.76847 -4.56285
C -0.32862 1.82026 -5.64681
C -0.53807 0.98896 -7.00236
O 0.71560 2.78106 -5.95985
C 1.27156 1.57408 -2.36145
N 2.54069 1.58517 -2.94472
S 3.58479 1.99673 -1.70685
N 2.59546 2.24090 -0.39729
C 1.32806 1.95979 -0.89395
C 0.02305 1.96322 -0.12720
O 0.04251 2.25878 1.25462
B 0.20709 0.96663 1.88284
O 1.31431 0.12145 1.54288
O -0.66787 0.49177 2.88115
H -1.85492 3.83384 2.25751
H -3.67687 3.70515 2.46114
H -2.58537 2.20882 2.55927
H -2.36258 3.88260 -0.07579
H -3.95951 3.10094 0.23666
H -3.18950 1.12399 -0.37135
H -3.69400 0.05433 -4.80705
H -0.53922 -0.14555 -4.69473
H 1.17324 0.44126 -4.73844
H -1.27215 2.37902 -5.38460
H -0.50497 1.63701 -7.91357
H -1.48663 0.38558 -6.90900
H 0.30716 0.23355 -7.05911
H 1.45834 2.22383 -6.25684
H 1.12205 -0.31132 0.68711
H -1.23417 -0.17917 2.42586
C -1.77263 -4.04794 0.74934
C -2.01251 -3.01325 1.82031
O -1.45235 -1.92096 1.80359
N -2.87477 -3.31535 2.82150
C -3.63177 -4.53566 3.02223
H -1.06137 -3.65198 0.02633
H -1.35155 -4.95547 1.18562
H -2.70461 -4.27506 0.22870
H -2.97958 -2.57159 3.49642
H -4.69345 -4.28079 3.03739
H -3.35163 -4.95578 3.99014
H -3.44712 -5.26900 2.24217
C -3.12262 2.24886 6.52678
C -4.24853 2.38992 5.53625
O -4.12757 2.05537 4.36803
N -5.42804 2.90907 5.97824
C -5.76675 3.36100 7.31280
H -2.25530 1.82300 6.02457
H -2.84587 3.22685 6.92510
H -3.41560 1.57983 7.33829
H -6.13228 2.97244 5.25837
H -6.61960 2.77943 7.66946
H -6.05379 4.41329 7.25964
H -4.93771 3.24780 8.00576
C 2.51366 -2.20712 -4.05189
C 2.70626 -2.61229 -5.48825
O 1.99089 -2.18492 -6.38562
N 3.71198 -3.48058 -5.77577
C 4.65782 -4.09230 -4.86359
H 1.67721 -1.51484 -3.98419
H 2.28758 -3.08232 -3.43998
H 3.40882 -1.70541 -3.67890
H 3.77923 -3.70507 -6.75738
H 5.66699 -3.81114 -5.17160
H 4.55541 -5.17724 -4.93525
H 4.49465 -3.78131 -3.83518
C 4.35866 -0.50842 1.38306
C 5.27770 -1.03388 0.31046
O 4.88471 -1.26321 -0.82898
N 6.58016 -1.25370 0.63431
C 7.23561 -1.04739 1.90972
H 3.35824 -0.38506 0.97081
H 4.30559 -1.21555 2.21309
H 4.70867 0.46399 1.73505
H 7.13177 -1.60461 -0.13537
H 8.05087 -0.33491 1.76775
H 7.65230 -2.00029 2.24264
H 6.55177 -0.66885 2.66447
C -6.45944 -1.91402 4.44421
C -7.61512 -2.83127 4.14276
O -7.52130 -4.04629 4.24234
N -8.78915 -2.26927 3.74898
C -9.09773 -0.86440 3.57199
H -5.59789 -2.50879 4.74360
H -6.19207 -1.34164 3.55369
H -6.71565 -1.24082 5.26418
H -9.51520 -2.94581 3.56540
H -9.92821 -0.60656 4.23263
H -9.40683 -0.70569 2.53686
H -8.24671 -0.22696 3.79614
C 7.25690 1.27276 -1.89552
C 8.75537 1.41597 -1.92863
O 9.48494 0.77396 -1.18542
N 9.29346 2.29165 -2.81975
C 8.60608 3.13633 -3.77582
H 6.98150 0.54139 -1.13757
H 6.79250 2.22697 -1.63904
H 6.89111 0.92158 -2.86234
H 10.30116 2.33230 -2.78267
H 8.95804 2.88244 -4.77790
H 8.86109 4.17689 -3.56448
H 7.52757 3.01271 -3.73005
*
```


# 4
Computed, not measured: 4 unconnected molecules or ions with the total composition C29H58Br2ClN6O8P at a distorted geometry, with ωB97M-V/def2-TZVPD.

## Properties
LUMO level: 0.67 eV
SMILES string: CCCOC[C@]1(P(N)O)[C@@](OCCNC[C@@H](C)O)(/C(Br)=C(\C)Br)NC(=O)[C@]1(C)[C@H](Cl)CC.CNC(C)=O.CNC(C)=O.CNC(C)=O
Kohn-Sham gap: 8.45 eV
total energy: -218231.0195 eV
HOMO energy: -7.8 eV

ORCA input file:
```
! RIJCOSX wB97M-V def2-TZVPD def2/J DEFGRID3
* xyz 0 1
C -1.09059 -4.38410 -0.23408
C 0.24829 -3.72721 0.11894
C 0.14228 -2.54074 1.08452
O 0.23103 -1.29266 0.40896
C 1.35458 -0.57009 0.85895
C 1.48225 0.87018 0.35121
P 2.61197 1.58660 1.74545
N 3.74669 0.34723 1.94039
O 3.51064 2.79036 1.05594
C 0.24619 1.88366 0.37367
O -1.01057 1.40018 0.01339
C -1.99526 2.43726 0.01325
C -3.13063 2.17603 -0.95754
N -4.15705 1.33808 -0.34187
C -5.30241 1.14779 -1.25164
C -6.04929 -0.16260 -1.02423
C -5.16588 -1.24660 -0.45202
O -7.10911 0.14000 -0.11898
C 0.03423 2.63705 1.73574
Br 0.57445 4.46863 1.84345
C -0.54822 2.07481 2.80079
C -1.07551 0.68212 2.83798
Br -0.81437 2.98304 4.43764
N 0.74075 2.88038 -0.59288
C 1.76520 2.38138 -1.43543
O 2.28913 3.07101 -2.27913
C 2.05104 0.93137 -1.08761
C 3.58947 0.77318 -1.17045
C 1.47595 -0.09895 -2.09554
Cl 2.36806 -0.08050 -3.65972
C -0.00107 -0.05968 -2.45879
C -0.46385 1.15231 -3.26920
H -1.87430 -4.04947 0.43095
H -1.38308 -4.12411 -1.24476
H -0.99739 -5.45304 -0.11872
H 0.85360 -4.47806 0.61273
H 0.78450 -3.40379 -0.76541
H 0.95409 -2.63288 1.80572
H -0.78110 -2.57629 1.65791
H 2.24511 -1.09892 0.51645
H 1.38103 -0.58958 1.94754
H 4.31721 0.15581 1.12174
H 4.34511 0.54911 2.72635
H 2.95850 3.51651 0.74202
H -1.55952 3.40434 -0.22904
H -2.44338 2.51333 1.00163
H -3.54170 3.14758 -1.22734
H -2.74912 1.69610 -1.85016
H -4.48942 1.85419 0.46104
H -4.91786 1.18207 -2.26372
H -6.01382 1.95035 -1.07311
H -6.44592 -0.49462 -1.98388
H -5.67979 -2.20057 -0.55506
H -4.23192 -1.30901 -0.99171
H -5.00168 -1.04816 0.59725
H -7.63997 -0.64682 -0.00455
H -0.88979 0.13017 1.93397
H -2.15735 0.73588 2.95728
H -0.70942 0.17064 3.72199
H 0.04930 3.22053 -1.24958
H 3.97345 1.36832 -1.98369
H 3.85584 -0.26888 -1.30718
H 4.09588 1.10676 -0.28352
H 1.68170 -1.06683 -1.65769
H -0.17420 -0.93030 -3.08657
H -0.64141 -0.18088 -1.59763
H -0.75849 1.96931 -2.62539
H -1.34747 0.87271 -3.83369
H 0.27198 1.49440 -3.98547
C 0.24530 -9.09998 0.67394
C 1.03834 -8.11388 -0.15179
O 0.80074 -6.91736 -0.13343
N 2.03792 -8.60834 -0.92765
C 2.46045 -9.98874 -1.07682
H -0.50904 -8.55600 1.23269
H -0.24848 -9.82981 0.03165
H 0.89482 -9.62424 1.37558
H 2.52726 -7.90182 -1.45307
H 3.50442 -10.09573 -0.77821
H 2.36279 -10.30057 -2.11782
H 1.85559 -10.64440 -0.46114
C -4.49180 7.04595 0.10952
C -5.25532 5.83582 -0.37204
O -4.70496 4.76210 -0.57108
N -6.58764 5.97477 -0.58021
C -7.40584 7.16007 -0.39953
H -3.44807 6.77376 0.22757
H -4.56551 7.85920 -0.61305
H -4.87833 7.38617 1.07058
H -7.03702 5.13128 -0.89951
H -8.18775 6.96624 0.33605
H -7.87675 7.43718 -1.34376
H -6.80446 7.99317 -0.05466
C 7.76148 1.98690 0.83127
C 7.32557 0.54469 0.92676
O 6.39640 0.10845 0.26583
N 8.00374 -0.26310 1.78293
C 9.12294 0.07843 2.64188
H 7.12408 2.49377 0.11430
H 7.66622 2.48181 1.79832
H 8.79699 2.05401 0.49578
H 7.66344 -1.21117 1.79901
H 9.99082 -0.53171 2.38712
H 8.86377 -0.10390 3.68590
H 9.38866 1.12302 2.52851
*
```